Formula: C25H36N4O2
Source: the OMol25 dataset
Level of theory: ωB97M-V/def2-TZVPD

Strongest force on any atom, eV/Å: 5.20
Relative energy (zero: lowest compared OMol25 entry of this formula, charge and spin), kcal per mole: 566.9
Spin multiplicity: 1
Total charge: 0
DFT total energy, eV: -36542.735

Each line ends with the Mulliken charge.
CARTESIAN COORDINATES (ANGSTROEM)
1 C -4.8684 2.6921 -1.9636  -0.367
2 C -3.4811 3.5085 -2.2787  -0.405
3 C -2.0576 2.7208 -2.0043  -0.294
4 C -2.0295 1.1432 -1.4484  0.322
5 C -0.5152 0.5278 -1.1852  -0.498
6 C -0.2518 0.0172 0.3498  -0.433
7 C -0.6889 1.0761 1.5223  -0.373
8 C -0.1632 2.5823 1.0000  0.215
9 N 1.2138 2.6137 0.6099  -0.194
10 N 1.6111 3.7747 0.1605  -0.375
11 C 0.5870 4.7751 0.1515  0.508
12 C 1.0813 6.2498 -0.4794  0.336
13 C 0.0517 6.9051 -1.6065  -0.229
14 C 0.4509 8.3392 -2.3450  -0.377
15 C 1.8578 9.0840 -1.9351  -0.319
16 C 2.8664 8.4004 -0.7955  -0.365
17 C 2.4870 6.9822 -0.0595  -0.249
18 N -0.7786 4.7551 0.5814  -0.251
19 N -1.1757 3.5938 1.0304  -0.229
20 C -3.4102 0.2976 -1.1551  -0.332
21 C -4.8372 1.1077 -1.4343  -0.386
22 H -5.8803 3.2606 -2.1259  0.282
23 H -3.4258 4.6360 -2.6600  0.234
24 H -1.0550 3.3076 -2.2179  0.319
25 H -0.3943 -0.4008 -1.9119  0.281
26 H 0.3450 1.2872 -1.5143  0.305
27 H 0.9146 -0.2061 0.4694  0.205
28 H -0.8259 -1.0043 0.5242  0.258
29 H -0.1558 0.7938 2.5349  0.283
30 H -1.8738 1.0510 1.6527  0.216
31 H -0.9431 6.3303 -1.9089  0.224
32 H -0.2639 8.7803 -3.1678  0.275
33 H 2.1574 10.0949 -2.4660  0.278
34 H 3.8854 8.9406 -0.5455  0.276
35 H 3.1927 6.4477 0.7298  0.290
36 H -3.3510 -0.8086 -0.7540  0.276
37 H -5.8361 0.5371 -1.2205  0.284
38 C 1.7722 -3.7649 2.5283  -1.022
39 C 1.5516 -2.4646 3.2814  -0.376
40 O 0.1837 -2.0682 3.3324  -0.355
41 C -0.7087 -2.9505 4.0078  -0.302
42 C -0.3796 -3.1263 5.4796  -1.111
43 H 1.2855 -3.7338 1.5490  0.263
44 H 2.8415 -3.9494 2.3885  0.440
45 H 1.3548 -4.6162 3.0745  0.236
46 H 2.0857 -1.6643 2.7593  0.342
47 H 1.9737 -2.5135 4.2900  0.312
48 H -0.7544 -3.9157 3.4935  0.296
49 H -1.7058 -2.5055 3.9233  0.327
50 H 0.5572 -3.6746 5.6155  0.269
51 H -1.1715 -3.6868 5.9849  0.396
52 H -0.2637 -2.1545 5.9701  0.295
53 C 1.2994 -7.7126 -1.9690  -1.057
54 C 0.4231 -6.6738 -1.2911  -0.343
55 O 1.1568 -5.5626 -0.7833  -0.353
56 C 1.8569 -4.7725 -1.7406  -0.292
57 C 0.9424 -4.1062 -2.7531  -1.127
58 H 2.1367 -7.9949 -1.3239  0.285
59 H 0.7169 -8.6073 -2.2081  0.390
60 H 1.7208 -7.3287 -2.9030  0.265
61 H -0.0673 -7.1394 -0.4303  0.307
62 H -0.3757 -6.3328 -1.9570  0.310
63 H 2.6300 -5.3682 -2.2362  0.327
64 H 2.3791 -3.9933 -1.1754  0.312
65 H 0.4858 -4.8417 -3.4219  0.278
66 H 1.5042 -3.3977 -3.3688  0.403
67 H 0.1295 -3.5730 -2.2499  0.295